Density functional theory data (ωB97M-V/def2-TZVPD) for a single C4H7N3O molecule in a non-equilibrium geometry.

```
! RIJCOSX wB97M-V def2-TZVPD def2/J DEFGRID3
* xyz 0 1
C -0.66437 -1.45826 0.14870
C 0.66559 -1.14859 -0.16197
C -0.45975 0.74847 0.05190
C -0.78288 2.24402 0.22350
N -1.31637 -0.24164 0.20506
N 0.78938 0.28920 -0.21870
N 1.72010 -1.91157 -0.35309
O 1.84298 -3.13853 -0.50400
H -1.22369 -2.32407 0.38390
H -1.48692 2.27894 0.99208
H 0.12098 2.63107 0.63277
H -1.02328 2.84180 -0.67678
H -2.33597 -0.14749 0.29214
H 1.56089 0.72930 -0.57594
H 2.59332 -1.39266 -0.43957
*
```

relative energy (zero: lowest compared OMol25 entry of this formula, charge and spin) = 451.1 kJ/mol
LUMO level = 0.3 eV
HOMO energy = -5.30 eV
maximum force = 5.395 eV/A

These are the Löwdin partial charges, in e, on atoms 1 to 6: -0.039 -0.245 -0.315 0.016 0.082 0.191

Density functional theory data (ωB97M-V/def2-TZVPD) for C19H35GeN3O6SSiV as an isolated structure.

```
! RIJCOSX wB97M-V def2-TZVPD def2/J DEFGRID3
* xyz -2 4
V 0.09645 0.41389 0.10740
O 0.47325 4.19998 0.18272
C -0.64177 3.79827 -0.56556
C -1.71492 3.14675 0.27800
C -2.98287 3.70475 0.38308
C -3.93780 3.08389 1.17069
C -3.59077 1.93226 1.85310
C -2.30459 1.43321 1.69915
N -1.39601 2.01554 0.91651
H 1.08103 3.42075 0.22771
H -0.36414 3.09179 -1.35699
H -1.07275 4.68929 -1.03504
H -3.20630 4.61993 -0.15091
H -4.93617 3.49893 1.25412
H -4.29938 1.40868 2.48139
H -1.97809 0.52480 2.19104
O 3.89062 1.99484 -0.01173
C 2.85047 1.36376 -0.13765
O 1.65698 1.84180 -0.05326
C 2.89118 -0.18272 -0.44363
O 3.97209 -0.73368 -0.64176
O 1.75121 -0.76265 -0.39124
C -1.38222 -3.26888 -0.81625
Si -1.86371 -2.34416 0.75071
C -1.94061 -3.64215 2.13350
C -3.64130 -1.73760 0.51535
O -0.85891 -1.17196 1.15415
H -2.03539 -4.12984 -0.99562
H -0.34992 -3.62200 -0.74672
H -1.43477 -2.60586 -1.68214
H -2.65150 -4.44309 1.90535
H -2.23790 -3.17706 3.07774
H -0.95688 -4.09632 2.28594
H -4.30571 -2.54867 0.19922
H -3.67215 -0.95046 -0.24229
H -4.03492 -1.32047 1.44751
C 4.05970 0.84802 3.33038
N 3.23062 -0.31920 3.16052
C 3.76308 -1.50153 2.49382
C 2.49911 -2.32139 2.17754
N 1.41996 -1.48761 2.69458
C 1.87629 -0.30483 3.14333
S 0.89679 0.98807 3.58906
H 4.93146 0.59406 3.94201
H 3.47309 1.61492 3.83052
H 4.39397 1.23128 2.36100
H 4.45053 -2.03458 3.15990
H 4.29916 -1.21760 1.58519
H 2.50962 -3.29085 2.68396
H 2.38146 -2.47015 1.10386
H 0.49254 -1.48505 2.23094
C 1.42500 1.41429 -3.52434
Ge -0.05896 0.12449 -3.36605
C -1.07286 0.34375 -5.08018
C 0.75038 -1.66519 -3.50978
C -1.11516 0.40314 -1.78512
H 1.76505 1.48552 -4.56156
H 2.26690 1.09841 -2.90730
H 1.12710 2.40834 -3.18495
H -0.42982 0.17297 -5.94936
H -1.48552 1.35401 -5.14909
H -1.90520 -0.36401 -5.11980
H 1.43720 -1.69306 -4.36044
H -0.00860 -2.43783 -3.65299
H 1.30713 -1.87995 -2.59660
H -1.87426 -0.39169 -1.73726
H -1.67760 1.33769 -1.94537
*
```

relative energy (zero: lowest compared OMol25 entry of this formula, charge and spin) = 0.0 kJ/mol
<S²> = 3.758
LUMO level (spin up / spin down) = 4.7 / 4.7 eV
HOMO energy (spin up / spin down) = -0.43 / -2.01 eV
maximum force = 0.479 eV/A

These are the Löwdin partial charges, in e, on atoms 1 to 6: 0.695 -0.072 -0.230 -0.240 -0.034 -0.089

Density functional theory data (ωB97M-V/def2-TZVPD) for C15H50BNO21 as an isolated structure in a non-equilibrium geometry.

```
! RIJCOSX wB97M-V def2-TZVPD def2/J DEFGRID3
* xyz 0 1
C -31.77562 13.34854 -2.59144
C -30.34372 12.88736 -2.46227
C -29.24829 13.85364 -2.90585
C -27.98993 13.38663 -2.34096
N -26.89198 14.41826 -2.40317
C -27.12831 15.63112 -1.53772
C -26.99066 16.85023 -2.38256
C -27.11728 16.35309 -3.78895
C -26.74105 14.95355 -3.82164
C -25.62445 13.79250 -1.95400
C -25.16341 12.66758 -2.78987
C -23.87041 11.98260 -2.28780
H -31.96262 14.25360 -2.08423
H -32.45364 12.60893 -2.17926
H -32.16020 13.31358 -3.71020
H -30.33010 12.08260 -3.11015
H -30.11071 12.33586 -1.51930
H -29.47371 14.67085 -2.49810
H -29.23504 14.04413 -4.05175
H -27.68194 12.41464 -2.82540
H -28.23173 13.30957 -1.35786
H -26.37178 15.75546 -0.75701
H -28.02493 15.60586 -1.15185
H -25.96602 17.32021 -2.30428
H -27.73829 17.64796 -2.06714
H -26.36604 16.98081 -4.21822
H -28.20837 16.35629 -4.01151
H -25.65073 15.04807 -4.03460
H -27.17918 14.24185 -4.62119
H -25.65260 13.52567 -0.82091
H -24.77087 14.54402 -1.86083
H -25.15384 13.00298 -3.77736
H -25.89509 11.89652 -3.05745
H -23.54994 11.14405 -2.85471
H -24.14831 11.60004 -1.38724
H -23.11120 12.80281 -1.82059
O -31.78762 6.69139 -3.16051
C -31.68159 7.70720 -2.42867
O -32.69242 8.06095 -1.82413
B -32.25600 9.06746 -0.87454
O -30.82736 9.28586 -1.30455
C -30.53806 8.51418 -2.22944
O -29.60847 8.57616 -2.91998
O -32.51030 8.74718 0.40764
C -33.29144 9.61585 0.85772
O -33.97540 9.40041 1.94832
C -33.57207 10.65357 -0.13698
O -32.98889 10.34697 -1.18916
O -34.33390 11.52893 -0.03190
O -31.08887 11.34228 1.31353
H -30.81615 12.24560 1.17074
H -31.23198 11.50771 2.27105
O -28.46619 10.80695 -0.01803
H -28.18591 11.70380 -0.06003
H -29.40444 10.66810 0.08563
O -37.27214 11.81461 0.07487
H -36.26848 11.84688 -0.14592
H -37.36493 12.71244 0.64833
O -32.69818 7.30520 -6.00841
H -32.49527 6.61602 -5.33161
H -33.24098 8.22080 -5.63531
O -31.55740 4.06105 -3.54920
H -30.92090 3.99765 -2.88807
H -31.79992 4.94185 -3.60343
O -28.87588 7.91682 0.73723
H -29.54633 8.14208 1.20563
H -29.03946 8.67907 0.31539
O -33.23672 9.45080 4.39394
H -34.18009 9.30472 4.80736
H -33.39494 9.35787 3.47986
O -29.03799 4.85253 -2.37360
H -29.34223 4.91130 -1.46987
H -28.79427 5.80502 -2.36205
O -26.37869 8.55181 -2.38269
H -27.21651 8.64492 -2.05539
H -26.59110 8.09294 -3.27148
O -32.84174 6.19417 1.80016
H -33.77692 6.15364 1.77876
H -32.62979 7.24552 1.79739
O -28.70168 10.13198 -4.99622
H -28.31756 9.46316 -5.59539
H -29.17549 9.76950 -4.23673
O -36.52316 8.56486 2.09895
H -35.71725 9.06236 1.92738
H -37.06657 8.78954 1.16089
O -34.28512 13.04217 2.29883
H -34.14210 12.89028 1.28298
H -35.12019 13.55185 2.05534
*
```

relative energy (zero: lowest compared OMol25 entry of this formula, charge and spin) = 179.3 kJ/mol
LUMO level = -1.1 eV
HOMO energy = -9.53 eV
maximum force = 10.876 eV/A

These are the Löwdin partial charges, in e, on atoms 1 to 6: -0.073 -0.224 -0.176 -0.119 -0.167 -0.092

Q: Among the records above, which one has the highest maximum force?
A: C15H50BNO21

Q: Number 1 is which compound?
A: C4H7N3O